1.
Molecular formula: C25H50N2O8P3
Method: DFT, wB97M-V/def2-TZVPD

Element x y z (Å)
C 3.0436 -5.6620 -1.6626
C 1.5769 -5.2329 -1.9304
P 1.4838 -3.6054 -2.8358
C 0.2761 -3.8707 -4.1992
C 0.7546 -2.2362 -1.7315
C -0.7670 -1.9835 -1.8862
O -1.5901 -3.1164 -1.9340
C -1.9537 -3.5936 -0.6814
C -1.5052 -4.8555 -0.3162
C -1.8280 -5.4520 0.8995
C -1.3381 -6.8420 1.2188
C -2.6155 -4.7340 1.7905
C -3.0756 -3.4784 1.4175
C -2.7828 -2.8768 0.1901
C -3.4329 -1.5205 -0.0630
C -2.6627 -0.3377 0.5969
C -3.8236 -1.2313 -1.5260
C 1.4308 -0.9319 -2.1960
O 1.2051 0.0681 -1.2192
C 2.1794 -0.1002 -0.1841
C 1.8163 0.7686 0.9932
N 0.5582 0.3386 1.6159
C 2.2729 -1.5791 0.2124
P 3.8625 -2.4422 -0.2045
O 4.6893 -1.3992 -1.1358
O 4.5665 -2.4755 1.2640
N 1.0766 -2.3500 -0.2563
H 3.3013 -5.3726 -0.6474
H 3.7416 -5.1916 -2.3480
H 3.1323 -6.7465 -1.6746
H 1.0833 -5.2034 -0.9616
H 1.1381 -5.9991 -2.5678
H -0.5984 -4.4408 -3.8996
H -0.0667 -2.8728 -4.4843
H 0.7855 -4.2695 -5.0702
H -0.8988 -1.4583 -2.8299
H -1.0632 -1.2663 -1.1174
H -0.9059 -5.4304 -1.0087
H -0.3080 -6.8696 1.5688
H -2.0116 -7.3429 1.9085
H -1.3832 -7.4288 0.2991
H -2.8929 -5.1281 2.7575
H -3.7197 -2.9437 2.1047
H -4.3770 -1.5594 0.4812
H -2.1131 0.2033 -0.1748
H -3.3167 0.3033 1.1783
H -1.9217 -0.7704 1.2710
H -3.9890 -2.1476 -2.0830
H -4.6998 -0.5871 -1.5407
H -3.0353 -0.6498 -2.0061
H 0.9497 -0.5999 -3.1147
H 2.4828 -1.0726 -2.4514
H 3.1174 0.2944 -0.5858
H 2.6578 0.7287 1.6867
H 1.7850 1.7994 0.6289
H 0.6200 0.5756 2.5992
H -0.1732 0.9409 1.2540
H 2.2258 -1.6147 1.3043
H 5.1470 -1.8776 -1.8350
H 5.4620 -2.8219 1.1646
H 0.2977 -1.9749 0.3024
H 1.2083 -3.3141 0.0636
O -0.0904 4.1426 1.7760
P 0.2076 5.4922 1.2108
O -0.4916 6.5482 2.2368
C -0.2215 6.4535 3.6376
C 1.1632 6.9666 3.9907
O -0.8786 5.4797 -0.0339
C -1.3505 4.2563 -0.5952
C -2.7221 3.8991 -0.0533
O 1.1559 6.5087 0.4219
C 0.6591 7.7747 -0.0704
C 1.1379 8.9266 0.7842
H -0.3452 5.4233 3.9774
H -0.9809 7.0509 4.1411
H 1.9325 6.4895 3.3773
H 1.3831 6.7731 5.0408
H 1.2355 8.0408 3.8223
H -0.6378 3.4490 -0.4218
H -1.4068 4.4053 -1.6751
H -2.7665 4.0212 1.0285
H -2.9815 2.8670 -0.2999
H -3.4826 4.5545 -0.4792
H -0.4234 7.7752 -0.1546
H 1.0646 7.8726 -1.0772
H 0.5614 8.9971 1.7052
H 1.0130 9.8668 0.2460
H 2.1866 8.8055 1.0556

Its total charge is +1. For the HOMO energy, the calculation gives -11.1466 eV. For the largest force on an atom, the calculation gives 0.1345 hartree/bohr. As for the energy: -73957.8656 eV. The HOMO-LUMO gap is 8.986 eV. The value obtained for the lowest unoccupied orbital energy is -2.161 eV.

***

2.
Molecular formula: C25H51CdN9O4P2S2
Method: DFT, wB97M-V/def2-TZVPD

Element x y z (Å)
Cd -0.2519 0.5414 0.5184
N -3.4200 3.7323 0.1306
C -2.2919 3.0073 0.4387
S -1.4439 2.3237 -0.9350
N -2.0341 2.9071 1.7090
N -0.9301 2.1260 2.0044
C -0.5064 2.2121 3.2050
C 0.6425 1.4981 3.7551
C 0.7747 1.5261 5.1486
C 1.8183 0.9105 5.8077
C 2.7846 0.2532 5.0446
C 2.6945 0.2221 3.6694
C 1.6295 0.8355 2.9720
O 1.6145 0.7864 1.6656
H -3.4931 4.0579 -0.8169
H -3.7554 4.3429 0.8580
H -1.0520 2.8752 3.8796
H 0.0186 2.0561 5.7192
H 1.8910 0.9459 6.8862
H 3.6193 -0.2334 5.5361
H 3.4495 -0.2743 3.0704
C 1.4507 -2.6207 1.7299
N 0.1588 -3.2794 1.4761
C 0.1718 -4.1929 0.3401
P -1.1879 -2.5031 1.9794
O -1.0345 -1.0439 2.1694
O -2.3005 -2.8761 0.8570
P -2.5725 -2.0421 -0.5100
O -1.5092 -1.0509 -0.7688
N -2.6628 -3.2173 -1.6399
C -3.1144 -4.5745 -1.3844
C -2.0518 -2.9944 -2.9484
N -4.0495 -1.3547 -0.3205
C -4.1170 -0.2086 0.5954
C -5.2295 -2.2073 -0.2680
N -1.7493 -3.2224 3.3374
C -1.8700 -4.6701 3.3790
C -2.7407 -2.5073 4.1375
H 2.1981 -3.3840 1.9530
H 1.3783 -1.9500 2.5824
H 1.7739 -2.0366 0.8659
H 0.9338 -4.9563 0.5068
H 0.4092 -3.6648 -0.5907
H -0.7879 -4.6893 0.2243
H -3.4341 -4.6921 -0.3516
H -2.3037 -5.2841 -1.5761
H -3.9524 -4.8353 -2.0368
H -1.6142 -2.0005 -2.9929
H -2.7947 -3.0974 -3.7427
H -1.2569 -3.7264 -3.1145
H -3.2210 0.4005 0.5113
H -4.2371 -0.5312 1.6360
H -4.9659 0.4157 0.3174
H -5.2087 -2.9411 -1.0703
H -6.1135 -1.5847 -0.4061
H -5.3257 -2.7268 0.6941
H -1.0381 -5.1333 2.8508
H -2.8130 -5.0144 2.9369
H -1.8358 -5.0038 4.4170
H -2.6241 -1.4354 4.0006
H -2.5861 -2.7400 5.1920
H -3.7615 -2.7985 3.8639
C 5.3670 2.7790 -0.9039
C 4.7178 4.1612 -0.8664
C 3.3190 4.2231 -1.4800
C 2.2332 3.5164 -0.6680
N 2.2896 2.0629 -0.7228
C 1.7784 1.3089 -1.7035
S 1.6316 -0.3785 -1.4778
N 1.3901 1.9341 -2.8240
C 0.6134 1.3038 -3.8868
C 0.7559 2.0813 -5.1897
C 2.0305 1.7892 -5.9810
C 3.3278 2.2003 -5.2886
H 6.4068 2.8307 -0.5778
H 5.3529 2.3732 -1.9188
H 4.8510 2.0657 -0.2621
H 5.3561 4.8674 -1.4033
H 4.6680 4.5166 0.1681
H 3.3582 3.8036 -2.4915
H 3.0190 5.2697 -1.5815
H 1.2335 3.8507 -0.9682
H 2.3379 3.7820 0.3851
H 2.3828 1.5649 0.1641
H 1.2754 2.9342 -2.7532
H -0.4353 1.2463 -3.5831
H 0.9769 0.2836 -4.0012
H 0.6911 3.1564 -4.9804
H -0.1094 1.8441 -5.8129
H 1.9607 2.3035 -6.9431
H 2.0636 0.7184 -6.2044
H 3.3231 3.2692 -5.0571
H 4.1883 2.0038 -5.9299
H 3.4764 1.6579 -4.3543

Its total charge is 0. For the HOMO energy, the calculation gives -6.7936 eV. The calculation puts the relative energy (zero: lowest compared OMol25 entry of this formula, charge and spin) at 0.197 eV. For the largest force on an atom, the calculation gives 0.0096 hartree/bohr. As for the energy: -93173.5516 eV. The HOMO-LUMO gap is 7.216 eV. The value obtained for the lowest unoccupied orbital energy is 0.422 eV.